No. 1
Density functional theory data (ωB97M-V/def2-TZVPD) for a structure of composition C11H12NNiO6.

HOMO-LUMO gap (spin up / spin down): 6.34 / 6.30 eV
highest occupied orbital energy (spin up / spin down): -12.24 / -12.39 eV
charge: +1
multiplicity: 3

Element x y z (Å)
O  -1.2444  2.2737  -3.1176
C  -0.8335  1.2373  -2.7906
Ni  -0.0865  -0.0710  -2.0910
O  -2.4367  -1.8557  -2.4197
C  -1.5250  -1.1070  -2.2812
C  0.0985  -1.2444  -0.7556
O  0.1311  -2.0388  0.0809
C  1.7317  2.3930  0.8594
O  0.7516  2.0507  1.5284
C  2.4420  2.3978  -0.2762
O  2.8641  2.1860  -1.3532
H  2.4967  3.0114  1.0948
O  -2.4437  -1.0165  0.4954
C  -2.3840  -1.4693  1.6328
C  -2.1522  -0.6088  2.8758
C  -3.2582  -0.6796  3.9312
C  -3.1350  -1.8746  4.8837
C  -3.3017  -3.2302  4.2019
C  -2.2518  -3.5002  3.1221
N  -2.5314  -2.8204  1.8567
H  -1.1799  -0.8975  3.3055
H  -2.0602  0.4200  2.5132
H  -3.1939  0.2446  4.5219
H  -4.2461  -0.6815  3.4456
H  -2.1552  -1.8377  5.3818
H  -3.9046  -1.7736  5.6591
H  -3.2043  -4.0201  4.9567
H  -4.3087  -3.3161  3.7723
H  -1.2569  -3.2174  3.5045
H  -2.2391  -4.5754  2.9024
H  -2.3858  -3.3628  1.0173

No. 2
Density functional theory data (ωB97M-V/def2-TZVPD) for an isolated molecule of C4H8N2.

HOMO-LUMO gap: 10.65 eV
highest occupied orbital energy: -9.81 eV
charge: 0
SMILES: CN[C@@H](C)C#N
multiplicity: 1

Element x y z (Å)
C  1.7115  -0.6733  0.1171
N  0.3983  -0.7935  -0.5756
C  -0.5920  -0.0634  0.2416
C  -0.6719  1.4363  -0.1808
C  -1.9255  -0.5948  0.1449
N  -2.9969  -1.0131  -0.0978
H  2.1962  0.3835  0.0617
H  2.4048  -1.2396  -0.6176
H  1.7514  -1.1313  1.2466
H  0.1533  -1.8320  -0.6653
H  -0.2229  -0.0488  1.2829
H  -0.5456  1.5565  -1.3307
H  0.1224  2.1598  0.4506
H  -1.7831  1.8536  -0.0778

No. 3
Density functional theory data (ωB97M-V/def2-TZVPD) for a cluster of 9 separate species, C69H90F6N14O12S6 in total.

HOMO-LUMO gap: 3.80 eV
highest occupied orbital energy: -17.26 eV
charge: +8
multiplicity: 1

Element x y z (Å)
C  5.0000  2.8860  5.9692
N  4.1876  3.9660  6.5750
C  3.2566  3.7245  7.5497
C  2.5615  4.7777  8.1603
C  2.7481  6.1013  7.7723
C  3.6300  6.2928  6.7362
C  4.3188  5.2373  6.1707
C  2.0434  7.2864  8.3402
C  2.7679  8.4511  8.7333
C  2.0715  9.5313  9.2521
N  0.7407  9.4518  9.4933
C  0.0003  8.3530  9.0951
C  0.6613  7.3808  8.4547
C  0.0517  10.5156  10.1896
H  4.3264  2.0385  5.8420
H  5.8444  2.5940  6.5934
H  5.3581  3.1499  4.9741
H  3.3674  2.7482  7.9979
H  1.9439  4.5912  9.0265
H  3.8745  7.2725  6.3529
H  5.0037  5.4141  5.3546
H  3.8478  8.4564  8.7460
H  2.5477  10.4029  9.6762
H  -1.0348  8.4136  9.3974
H  0.0690  6.5323  8.1454
H  0.7603  11.2454  10.5814
H  -0.5282  10.0343  10.9771
H  -0.5732  11.0612  9.4826
C  -6.1851  0.2760  3.8404
N  -7.4128  0.6279  4.4676
C  -7.3716  1.5829  5.4376
C  -8.5751  2.0387  5.9819
C  -9.7846  1.4839  5.5649
C  -9.7568  0.3665  4.7480
C  -8.5602  0.0697  4.1123
C  -11.0816  2.0176  6.0939
C  -12.1964  1.1899  6.2274
C  -13.4017  1.7939  6.6222
N  -13.4771  3.0685  6.9723
C  -12.4014  3.8360  6.9837
C  -11.2055  3.3534  6.4514
C  -14.8145  3.5658  7.4254
H  -6.0008  -0.7627  4.1148
H  -5.3432  0.7522  4.3429
H  -6.2839  0.5440  2.7885
H  -6.3972  1.9479  5.7268
H  -8.5399  2.7645  6.7808
H  -10.6904  -0.1276  4.5232
H  -8.4104  -0.6836  3.3530
H  -12.2080  0.1251  6.0468
H  -14.3195  1.2297  6.6980
H  -12.5062  4.7667  7.5215
H  -10.3763  4.0381  6.3520
H  -14.7290  4.6127  7.7166
H  -15.2569  2.9199  8.1838
H  -15.4558  3.6355  6.5468
C  -5.6328  -3.0359  -3.5446
N  -5.5118  -3.2486  -4.9822
C  -6.6227  -3.3284  -5.7322
C  -6.5399  -3.6941  -7.0349
C  -5.2979  -3.9010  -7.6721
C  -4.1416  -3.7765  -6.8643
C  -4.2799  -3.4713  -5.5117
C  -5.1637  -4.2490  -9.1316
C  -4.1651  -3.7498  -10.0283
C  -4.2258  -4.1234  -11.3601
N  -5.1712  -4.8953  -11.8962
C  -6.0728  -5.4464  -11.0973
C  -6.0503  -5.1552  -9.6903
C  -5.1909  -5.3354  -13.3088
H  -5.0729  -3.8217  -3.0374
H  -6.6790  -3.0743  -3.2412
H  -5.1696  -2.0600  -3.3986
H  -7.5590  -3.0181  -5.2923
H  -7.4035  -3.5696  -7.6714
H  -3.2003  -3.8784  -7.3839
H  -3.4943  -3.2940  -4.7921
H  -3.4201  -3.0170  -9.7553
H  -3.5189  -3.7029  -12.0601
H  -6.8568  -6.0450  -11.5370
H  -6.8655  -5.5897  -9.1307
H  -4.7367  -4.6205  -13.9948
H  -6.1858  -5.4966  -13.7239
H  -4.6761  -6.2901  -13.4171
C  7.0741  2.2272  -2.0122
N  8.1110  2.7155  -2.9954
C  9.4027  2.6865  -2.6679
C  10.3523  3.3969  -3.2971
C  10.0198  4.1862  -4.4109
C  8.6855  4.2070  -4.7572
C  7.7349  3.4474  -4.0264
C  11.0789  4.8625  -5.2211
C  12.1569  5.4271  -4.5993
C  13.2324  5.9566  -5.3455
N  13.2048  5.9949  -6.6454
C  12.1912  5.3692  -7.3524
C  11.1299  4.7954  -6.6297
C  14.2838  6.6509  -7.3179
H  7.6167  1.7886  -1.1748
H  6.5689  1.4124  -2.5309
H  6.4258  3.0734  -1.7849
H  9.6230  2.1147  -1.7786
H  11.3635  3.2913  -2.9329
H  8.3448  4.7468  -5.6285
H  6.6726  3.3849  -4.2111
H  12.0984  5.5751  -3.5311
H  14.0750  6.4658  -4.9016
H  12.3036  5.3857  -8.4264
H  10.2580  4.5118  -7.2005
H  14.7920  7.2155  -6.5363
H  13.8717  7.1468  -8.1968
H  14.9259  5.8331  -7.6451
C  2.1710  -0.5849  -13.4949
N  2.3340  -1.2190  -12.1606
C  1.5550  -0.7624  -11.1456
C  1.7935  -1.2820  -9.8327
C  2.7512  -2.1959  -9.5690
C  3.4995  -2.6430  -10.6513
C  3.3029  -2.1338  -11.9433
C  3.0412  -2.5581  -8.1187
C  3.5987  -3.7862  -7.7112
C  3.7984  -4.0774  -6.3681
N  3.3392  -3.2845  -5.4017
C  2.8436  -2.1016  -5.7266
C  2.6673  -1.6770  -7.1002
C  3.4735  -3.7239  -3.9938
H  2.4068  -1.2938  -14.2886
H  2.9147  0.2117  -13.5173
H  1.1436  -0.2387  -13.6080
H  0.7808  -0.0136  -11.2251
H  1.2120  -0.8467  -9.0334
H  4.3274  -3.3038  -10.4404
H  3.9478  -2.3567  -12.7804
H  3.9182  -4.5203  -8.4361
H  4.2721  -4.9779  -6.0059
H  2.4821  -1.5109  -4.8979
H  2.2426  -0.7047  -7.3021
H  4.1105  -3.0031  -3.4812
H  3.8038  -4.7539  -3.8599
H  2.4642  -3.6813  -3.5842
C  -0.7914  -7.1025  10.6093
C  -0.1014  -6.4757  9.3326
C  0.9503  -7.4342  8.7599
N  1.6897  -7.1336  7.3840
C  0.6287  -7.4096  6.2455
C  1.1981  -7.0510  4.8961
C  1.7810  -5.6750  4.8193
C  2.7598  -5.2629  5.9988
C  2.1761  -5.6464  7.3726
C  2.8252  -8.1764  7.2039
H  -1.8719  -7.0012  10.5072
H  -0.4275  -6.5678  11.4866
H  -0.5080  -8.1334  10.8216
H  0.3948  -5.5540  9.6366
H  -0.8925  -6.2430  8.6199
H  0.6800  -8.4793  8.6090
H  1.7382  -7.4861  9.5113
H  -0.2826  -6.8373  6.4191
H  0.3721  -8.4682  6.2864
H  0.4736  -7.2272  4.1010
H  1.9987  -7.6913  4.5257
H  0.9131  -5.0169  4.7769
H  2.4262  -5.5579  3.9486
H  2.8590  -4.1832  5.8874
H  3.7841  -5.5841  5.8098
H  1.3212  -4.9924  7.5443
H  2.9364  -5.4866  8.1371
H  3.2516  -8.0401  6.2100
H  2.2920  -9.1128  7.3684
H  3.5309  -7.8772  7.9789
N  -2.8584  0.6872  -8.2957
S  -3.1755  1.3062  -6.7625
O  -4.4347  0.8738  -6.1713
O  -2.6222  2.6562  -6.5932
F  -2.0378  0.3865  -6.0738
S  -4.0979  1.3005  -8.9311
O  -4.2406  2.7614  -9.0356
O  -5.2966  0.5516  -8.7708
F  -3.8039  0.8586  -10.4272
N  1.4140  0.0263  -0.1173
S  0.0191  0.9791  -0.3901
O  -0.3304  2.0839  0.4877
O  -1.0312  0.2242  -1.1297
F  0.6114  1.8195  -1.5635
S  1.2053  -0.0308  1.3540
O  0.0343  -0.6929  1.8869
O  1.7716  1.0343  2.1226
F  2.4002  -1.0151  1.6164
N  -2.8188  -0.0534  7.9030
S  -2.1042  1.2430  8.7600
O  -1.4733  2.2958  8.0191
O  -1.5571  0.9266  10.0669
F  -3.5532  1.8097  9.2971
S  -1.4793  -0.6788  7.7730
O  -0.9993  -1.4122  8.9383
O  -0.5282  -0.0626  6.8480
F  -2.1112  -1.8722  6.8431

No. 4
Density functional theory data (ωB97M-V/def2-TZVPD) for a cluster of 11 separate species, C5H32NO11 in total.

HOMO-LUMO gap: 9.96 eV
highest occupied orbital energy: -12.43 eV
charge: +1
multiplicity: 1

Element x y z (Å)
C  -0.9656  -0.9397  3.8728
O  -0.5242  0.2446  3.2436
C  -2.0614  -1.4902  2.9899
C  -1.5114  -1.8164  1.4989
C  -0.2915  -1.0145  1.3128
C  0.9659  -1.4538  1.5324
N  -0.6751  0.2322  0.4936
H  -0.0688  -1.6958  4.0889
H  -1.2985  -0.7227  4.8763
H  0.3791  0.3309  3.5828
H  -3.0689  -1.2443  3.0886
H  -2.3903  -2.5618  3.3358
H  -1.4759  -3.0132  1.5177
H  -2.2356  -1.7084  0.6265
H  1.1061  -2.4264  2.1011
H  1.8368  -0.8257  1.3082
H  -0.6869  1.0678  1.2190
H  -1.6685  0.1783  0.0258
H  0.0279  0.6612  -0.2144
H  2.4774  0.7200  -4.4333
H  3.4968  0.9882  -3.2971
O  2.8184  0.4075  -3.5744
H  -0.1560  4.2070  -2.9380
H  1.0026  4.3078  -1.8757
O  0.1458  3.8472  -2.1055
H  -0.0595  -4.8055  0.4663
H  -0.0044  -3.4526  -0.4092
O  -0.1020  -3.9445  0.4924
H  -0.3408  -2.3370  -4.0156
H  0.2086  -3.5702  -3.2234
O  -0.6590  -3.1288  -3.4162
H  0.1317  3.2238  0.9147
H  1.0540  3.7291  1.9557
O  0.9340  2.9877  1.3283
H  -1.0936  0.8441  -2.0143
H  -2.5226  0.2112  -2.0136
O  -2.0047  0.8291  -1.6587
H  0.5127  1.8121  -3.3368
H  0.7176  0.2308  -3.0936
O  0.0728  0.9187  -3.4495
H  2.7136  -1.5189  -1.7869
H  1.8684  -2.3957  -0.6510
O  1.7948  -1.9076  -1.5719
H  2.0197  2.6217  -0.2338
H  3.3826  2.1957  -0.7458
O  2.4599  1.9845  -0.7752
H  -1.2489  1.8547  2.8260
H  -2.5277  2.7870  2.9752
O  -1.7081  2.6328  2.5717